Entry 1:
The following is a DFT calculation (ωB97M-V with the def2-TZVPD basis set) of C28H21Br2N3O2Pd as an isolated structure.

Properties
E_HOMO (alpha / beta), eV: -13.59 / -13.59
Energy, hartree: -6669.5641
Lowest unoccupied orbital energy (alpha / beta), eV: -10.0 / -10.0
Charge: +2

Last column: Löwdin charge in e.
CARTESIAN COORDINATES (ANGSTROEM)
1 Pd 0.191 0.172 -0.267  0.90
2 Br -3.730 -3.196 -0.244  1.01
3 C -3.925 -1.330 -0.269  -0.50
4 C -5.143 -0.729 0.000  -0.11
5 C -5.277 0.650 0.007  -0.50
6 Br -6.942 1.387 0.482  1.01
7 C -4.172 1.499 -0.311  -0.16
8 C -4.228 2.901 -0.412  0.03
9 C -3.093 3.593 -0.772  0.03
10 C -1.899 2.896 -0.976  -0.05
11 N -1.809 1.589 -0.831  0.12
12 C -2.920 0.888 -0.548  -0.12
13 C -2.751 -0.557 -0.521  -0.32
14 O -1.621 -1.060 -0.723  -0.02
15 H -5.996 -1.349 0.233  0.12
16 H -5.152 3.428 -0.226  0.11
17 H -3.114 4.662 -0.909  0.13
18 H -0.995 3.412 -1.274  0.12
19 O 2.441 -0.288 -1.229  -0.12
20 C 3.053 -1.140 -0.258  -0.16
21 C 2.114 -2.288 0.007  -0.25
22 C 2.522 -3.609 -0.125  0.01
23 C 1.602 -4.620 0.099  -0.02
24 C 0.313 -4.286 0.480  -0.03
25 C -0.013 -2.944 0.608  -0.14
26 N 0.863 -1.976 0.358  0.03
27 H 3.118 0.303 -1.582  0.09
28 H 3.222 -0.578 0.674  0.13
29 H 4.011 -1.517 -0.625  0.13
30 H 3.534 -3.837 -0.418  0.12
31 H 1.890 -5.652 -0.027  0.12
32 H -0.431 -5.045 0.661  0.11
33 H -1.005 -2.647 0.923  0.07
34 N 0.698 1.779 0.741  0.10
35 C 0.960 2.996 0.565  -0.32
36 C 2.022 3.340 -0.426  -0.19
37 C 2.039 2.702 -1.666  -0.07
38 C 3.047 2.995 -2.568  -0.07
39 C 4.032 3.917 -2.235  -0.05
40 C 4.014 4.547 -1.000  -0.04
41 C 3.015 4.256 -0.087  -0.03
42 C 0.340 4.114 1.286  -0.19
43 C -0.320 3.869 2.496  -0.02
44 C -0.931 4.907 3.170  -0.06
45 C -0.880 6.197 2.655  -0.05
46 C -0.221 6.451 1.460  -0.05
47 C 0.385 5.418 0.775  -0.04
48 H 1.235 2.004 -1.932  0.10
49 H 3.067 2.511 -3.533  0.12
50 H 4.810 4.154 -2.942  0.12
51 H 4.769 5.270 -0.736  0.12
52 H 3.007 4.729 0.882  0.13
53 H -0.308 2.865 2.893  0.11
54 H -1.419 4.720 4.114  0.11
55 H -1.343 7.009 3.191  0.11
56 H -0.166 7.457 1.073  0.12
57 H 0.881 5.623 -0.161  0.12

Entry 2:
The following is a DFT calculation (ωB97M-V with the def2-TZVPD basis set) of C28H21Br2N3O4S5Ta as an isolated structure.

Properties
E_HOMO (alpha / beta), eV: -3.57 / -3.58
Energy, hartree: -8740.9368
Lowest unoccupied orbital energy (alpha / beta), eV: 1.9 / 1.9
Charge: -1

Last column: Löwdin charge in e.
CARTESIAN COORDINATES (ANGSTROEM)
1 Ta -0.465 -0.413 0.040  1.68
2 S -0.308 -2.926 -3.888  0.49
3 S -1.613 -4.045 -2.778  0.04
4 S -2.930 -2.773 -1.855  -0.01
5 S -2.200 -2.270 -0.013  0.11
6 C 3.204 -3.095 -3.748  -0.12
7 C 2.200 -3.506 -2.970  -0.14
8 C 1.057 -2.594 -2.632  -0.56
9 C 1.493 -1.153 -2.618  -0.32
10 C 2.437 -0.795 -3.658  -0.05
11 C 3.239 -1.721 -4.217  -0.10
12 N 1.042 -0.228 -1.780  -0.09
13 N 1.564 0.978 -1.947  0.02
14 C 0.959 1.951 -1.202  -0.32
15 C 1.423 3.271 -1.353  -0.05
16 C 0.807 4.307 -0.684  -0.12
17 C -0.287 4.057 0.145  -0.12
18 C -0.728 2.755 0.306  -0.13
19 C -0.112 1.676 -0.329  -0.24
20 H 3.987 -3.784 -4.044  0.09
21 H 2.121 -4.534 -2.634  0.10
22 H 0.613 -2.907 -1.702  0.03
23 H 2.503 0.248 -3.934  0.10
24 H 3.941 -1.440 -4.991  0.09
25 H 2.256 3.448 -2.023  0.10
26 H 1.164 5.322 -0.816  0.09
27 H -0.786 4.871 0.657  0.09
28 H -1.581 2.577 0.953  0.09
29 Br -4.241 -0.324 3.002  0.80
30 C -2.586 0.284 3.658  -0.59
31 C -2.440 0.593 5.023  -0.17
32 C -1.251 1.052 5.504  -0.62
33 Br -1.118 1.467 7.355  0.74
34 C -0.125 1.218 4.661  -0.18
35 C 1.154 1.669 5.053  -0.03
36 C 2.149 1.747 4.120  -0.03
37 C 1.888 1.356 2.791  -0.10
38 N 0.714 0.947 2.396  0.11
39 C -0.286 0.888 3.300  -0.15
40 C -1.539 0.436 2.787  -0.37
41 O -1.602 0.205 1.495  -0.33
42 H -3.287 0.466 5.682  0.09
43 H 1.331 1.943 6.084  0.08
44 H 3.139 2.088 4.388  0.10
45 H 2.671 1.371 2.043  0.12
46 C -3.884 1.124 -3.317  -0.11
47 C -4.088 1.181 -1.941  -0.10
48 C -3.110 0.745 -1.068  -0.16
49 C -1.874 0.225 -1.506  -0.37
50 C -1.704 0.186 -2.890  -0.16
51 C -2.683 0.621 -3.778  -0.10
52 H -4.649 1.465 -4.005  0.09
53 H -5.019 1.567 -1.542  0.09
54 H -3.320 0.790 -0.007  0.07
55 H -0.789 -0.189 -3.322  0.05
56 H -2.489 0.554 -4.843  0.10
57 C 2.094 -3.711 1.737  -0.12
58 S 1.475 -2.078 1.476  0.41
59 O 0.333 -1.847 2.342  -0.33
60 O 2.583 -1.166 1.579  -0.30
61 O 0.909 -2.101 0.088  -0.52
62 H 2.407 -3.778 2.776  0.07
63 H 2.940 -3.851 1.069  0.07
64 H 1.295 -4.418 1.526  0.07

Entry 3:
The following is a DFT calculation (ωB97M-V with the def2-TZVPD basis set) of C28H21BrF5IrN3O4 as an isolated structure.

Properties
E_HOMO, eV: -10.72
Energy, hartree: -4722.1738
Lowest unoccupied orbital energy, eV: -3.7
Charge: +1

Last column: Löwdin charge in e.
CARTESIAN COORDINATES (ANGSTROEM)
1 Ir -0.839 0.641 0.359  1.34
2 O 1.798 1.734 -2.942  0.07
3 C 1.016 1.255 -3.939  -0.26
4 C 1.466 1.437 -5.245  0.00
5 C 0.715 0.979 -6.310  -0.07
6 C -0.496 0.327 -6.099  -0.08
7 C -0.935 0.137 -4.803  -0.04
8 C -0.191 0.585 -3.712  -0.12
9 C -0.707 0.292 -2.330  -0.38
10 O -0.327 1.298 -1.418  -0.28
11 N -0.202 -0.994 -1.867  0.04
12 N -0.358 -1.208 -0.527  -0.13
13 C 0.154 -2.247 0.019  -0.13
14 C -0.082 -2.574 1.407  -0.56
15 Br -1.122 -1.297 2.371  0.98
16 C 0.352 -3.654 2.066  -0.07
17 C 1.058 -4.799 1.475  -0.23
18 C 2.121 -5.364 2.183  -0.03
19 C 2.810 -6.444 1.661  -0.06
20 C 2.427 -6.992 0.444  -0.06
21 C 1.348 -6.460 -0.249  -0.06
22 C 0.666 -5.368 0.262  -0.05
23 H 1.296 1.675 -2.111  0.08
24 H 2.410 1.941 -5.396  0.12
25 H 1.075 1.137 -7.318  0.11
26 H -1.088 -0.020 -6.934  0.10
27 H -1.872 -0.377 -4.620  0.12
28 H -1.804 0.223 -2.355  0.14
29 H 0.613 -1.391 -2.314  0.16
30 H 0.759 -2.935 -0.562  0.14
31 H 0.182 -3.693 3.136  0.12
32 H 2.417 -4.941 3.135  0.12
33 H 3.642 -6.866 2.209  0.11
34 H 2.958 -7.845 0.044  0.11
35 H 1.026 -6.909 -1.178  0.11
36 H -0.203 -4.987 -0.260  0.12
37 O -3.175 0.580 0.102  -0.13
38 C -3.702 1.913 0.249  -0.12
39 C -2.633 2.967 0.296  -0.23
40 C -2.984 4.289 0.082  0.01
41 C -2.014 5.271 0.126  -0.01
42 C -0.701 4.896 0.360  -0.01
43 C -0.412 3.562 0.546  -0.07
44 N -1.368 2.614 0.542  -0.05
45 H -3.522 0.060 0.836  0.09
46 H -4.264 1.967 1.184  0.15
47 H -4.387 2.118 -0.572  0.14
48 H -4.017 4.533 -0.127  0.13
49 H -2.274 6.307 -0.042  0.13
50 H 0.101 5.619 0.386  0.12
51 H 0.595 3.210 0.708  0.12
52 F 1.397 2.964 6.442  0.14
53 C 1.225 2.484 5.215  -0.14
54 C 2.319 2.190 4.413  -0.14
55 F 3.547 2.382 4.876  0.15
56 C 2.135 1.703 3.135  -0.14
57 F 3.206 1.438 2.390  0.13
58 C 0.858 1.485 2.588  -0.30
59 O 0.864 1.046 1.321  -0.25
60 C -0.218 1.769 3.430  -0.19
61 F -1.507 1.551 3.056  -0.01
62 C -0.040 2.264 4.715  -0.15
63 F -1.112 2.521 5.463  0.13

Entry 4:
The following is a DFT calculation (ωB97M-V with the def2-TZVPD basis set) of C28H22AuBr2N3O6S as an isolated structure.

Properties
E_HOMO, eV: -8.50
Energy, hartree: -7377.7672
Lowest unoccupied orbital energy, eV: -2.0
Charge: 0

Last column: Löwdin charge in e.
CARTESIAN COORDINATES (ANGSTROEM)
1 Au -0.377 -0.078 -0.161  1.41
2 Br 5.654 -4.696 -0.270  0.77
3 C 4.442 -3.256 -0.189  -0.69
4 C 3.093 -3.478 -0.392  -0.10
5 C 2.206 -2.412 -0.344  0.01
6 C 2.671 -1.129 -0.104  -0.21
7 C 4.028 -0.925 0.148  -0.02
8 C 4.915 -1.982 0.095  -0.11
9 N 1.734 -0.038 -0.066  0.02
10 C 2.145 1.173 -0.094  -0.03
11 C 1.206 2.252 0.190  -0.25
12 C 1.601 3.522 0.519  0.02
13 C 0.637 4.415 0.981  -0.01
14 C -0.658 3.981 1.139  0.01
15 C -0.990 2.675 0.791  -0.08
16 N -0.082 1.872 0.264  -0.03
17 H 2.725 -4.475 -0.583  0.11
18 H 1.153 -2.591 -0.501  0.09
19 H 4.415 0.042 0.435  0.11
20 H 5.965 -1.819 0.290  0.11
21 H 3.188 1.408 -0.267  0.13
22 H 2.648 3.789 0.464  0.13
23 H 0.911 5.428 1.243  0.12
24 H -1.427 4.626 1.538  0.12
25 H -1.981 2.273 0.918  0.12
26 C -0.941 0.004 -7.217  -0.05
27 C -1.438 0.201 -5.810  -0.27
28 C -0.894 -0.519 -4.756  -0.03
29 C -1.363 -0.362 -3.457  -0.06
30 C -2.387 0.534 -3.206  -0.27
31 C -2.955 1.259 -4.254  -0.05
32 C -2.478 1.089 -5.539  -0.03
33 S -3.068 0.896 -1.604  0.58
34 O -4.447 0.502 -1.642  -0.27
35 O -2.750 2.280 -1.361  -0.31
36 N -2.338 0.003 -0.472  -0.32
37 C -2.924 -1.275 -0.036  -0.14
38 C -1.962 -2.394 -0.371  -0.56
39 O -2.249 -3.553 -0.440  0.12
40 O -0.697 -1.979 -0.597  -0.23
41 H 0.118 -0.251 -7.231  0.08
42 H -1.088 0.903 -7.815  0.08
43 H -1.483 -0.809 -7.704  0.09
44 H -0.095 -1.225 -4.948  0.12
45 H -0.946 -0.967 -2.665  0.07
46 H -3.762 1.950 -4.050  0.12
47 H -2.920 1.656 -6.351  0.12
48 H -3.885 -1.457 -0.508  0.12
49 H -3.050 -1.261 1.049  0.10
50 Br -2.496 -1.688 4.191  0.79
51 C -0.980 -1.001 5.108  -0.59
52 C -0.885 -1.380 6.442  -0.15
53 C 0.172 -0.940 7.222  -0.09
54 C 1.130 -0.103 6.668  -0.08
55 C 1.011 0.282 5.344  -0.03
56 C -0.034 -0.160 4.531  -0.15
57 C -0.020 0.313 3.085  -0.63
58 O 0.727 1.276 2.808  -0.03
59 O -0.727 -0.331 2.266  -0.16
60 H -1.648 -2.019 6.863  0.09
61 H 0.238 -1.250 8.257  0.10
62 H 1.960 0.251 7.265  0.10
63 H 1.733 0.947 4.892  0.11

Entry 5:
The following is a DFT calculation (ωB97M-V with the def2-TZVPD basis set) of an isolated ion of composition C28H22Br2NO and charge +1.

Properties
E_HOMO, eV: -10.77
Energy, hartree: -6357.9225
Lowest unoccupied orbital energy, eV: -4.5
SMILES: O=C(c1ccccc1)[C@@H]([C@H](/C=C/c1ccc(Br)cc1)c1ccc(Br)cc1)[n+]1ccccc1
Charge: +1

Last column: Löwdin charge in e.
CARTESIAN COORDINATES (ANGSTROEM)
1 O -2.526 -0.354 -1.253  0.05
2 C -1.419 -0.870 -0.915  -0.23
3 C -0.462 -1.232 -2.054  -0.15
4 C -0.531 -0.396 -3.182  -0.04
5 C 0.417 -0.455 -4.198  -0.06
6 C 1.360 -1.486 -4.206  -0.05
7 C 1.352 -2.416 -3.159  -0.06
8 C 0.441 -2.307 -2.101  -0.03
9 C -0.932 -1.048 0.545  -0.11
10 C -0.351 0.429 0.951  -0.18
11 C 0.667 1.028 0.070  -0.03
12 C 0.435 1.839 -1.032  -0.01
13 C 1.440 2.432 -1.910  -0.22
14 C 1.052 2.928 -3.174  -0.04
15 C 1.949 3.460 -4.088  -0.11
16 C 3.309 3.531 -3.748  -0.67
17 Br 4.542 4.286 -4.994  0.75
18 C 3.737 3.064 -2.499  -0.10
19 C 2.816 2.517 -1.597  -0.01
20 C -0.014 0.327 2.430  -0.20
21 C -0.867 0.733 3.464  -0.03
22 C -0.542 0.492 4.799  -0.11
23 C 0.692 -0.080 5.115  -0.67
24 Br 1.157 -0.429 6.933  0.75
25 C 1.587 -0.426 4.100  -0.10
26 C 1.252 -0.149 2.767  -0.03
27 N -2.054 -1.643 1.307  0.02
28 C -3.311 -1.063 1.344  0.03
29 C -4.204 -1.301 2.384  0.00
30 C -3.931 -2.292 3.328  0.00
31 C -2.752 -3.022 3.175  -0.01
32 C -1.867 -2.727 2.148  0.03
33 H -1.321 0.353 -3.258  0.12
34 H 0.440 0.301 -4.983  0.11
35 H 2.085 -1.577 -5.029  0.12
36 H 2.079 -3.234 -3.165  0.11
37 H 0.399 -3.064 -1.316  0.11
38 H -0.213 -1.940 0.506  0.16
39 H -1.357 0.858 0.793  0.14
40 H 1.721 0.872 0.333  0.10
41 H -0.602 2.059 -1.312  0.12
42 H 0.008 2.858 -3.466  0.11
43 H 1.630 3.803 -5.063  0.10
44 H 4.799 3.124 -2.269  0.11
45 H 3.173 2.148 -0.640  0.11
46 H -1.805 1.245 3.249  0.12
47 H -1.214 0.761 5.598  0.10
48 H 2.544 -0.864 4.347  0.10
49 H 1.997 -0.348 1.995  0.12
50 H -3.557 -0.424 0.498  0.13
51 H -5.094 -0.668 2.419  0.13
52 H -4.639 -2.481 4.132  0.13
53 H -2.522 -3.813 3.888  0.13
54 H -0.992 -3.336 1.989  0.14

Entry 6:
The following is a DFT calculation (ωB97M-V with the def2-TZVPD basis set) of C28H22Cl4N3O5Pd as an isolated structure.

Properties
E_HOMO (alpha / beta), eV: -3.03 / -3.05
Energy, hartree: -3589.3210
Lowest unoccupied orbital energy (alpha / beta), eV: 2.0 / 2.0
Charge: -1

Last column: Löwdin charge in e.
CARTESIAN COORDINATES (ANGSTROEM)
1 Pd -1.274 1.642 1.837  0.93
2 Cl -4.431 -3.965 4.124  0.60
3 C -4.157 -2.353 3.566  -0.75
4 C -5.202 -1.621 3.013  -0.75
5 Cl -6.771 -2.330 2.898  0.60
6 C -4.974 -0.333 2.549  -0.63
7 Cl -6.257 0.542 1.791  0.66
8 C -3.715 0.293 2.619  -0.44
9 O -3.497 1.456 2.141  -0.20
10 C -2.628 -0.460 3.264  -0.45
11 O -1.495 0.091 3.454  -0.17
12 C -2.897 -1.782 3.666  -0.64
13 Cl -1.596 -2.689 4.361  0.64
14 C 3.018 2.760 -2.332  -0.08
15 O 2.126 1.682 -2.251  -0.09
16 C 2.431 0.512 -2.886  -0.21
17 C 3.473 0.353 -3.785  -0.03
18 C 3.647 -0.840 -4.472  -0.10
19 C 2.767 -1.886 -4.271  -0.10
20 C 1.749 -1.755 -3.345  -0.02
21 C 1.580 -0.582 -2.614  -0.17
22 N 0.520 -0.505 -1.730  0.16
23 C 0.381 0.188 -0.528  -0.32
24 N 1.516 0.586 0.076  0.15
25 C 1.750 1.426 1.181  -0.17
26 C 0.748 2.063 1.919  -0.13
27 C 1.153 2.837 3.016  -0.13
28 C 2.482 2.948 3.380  -0.11
29 C 3.468 2.333 2.622  -0.05
30 C 3.112 1.597 1.507  -0.20
31 O 4.031 0.990 0.649  -0.12
32 C 5.397 1.162 0.909  -0.10
33 N -0.791 0.404 -0.038  0.10
34 C -2.014 -0.014 -0.545  -0.21
35 C -3.011 0.951 -0.726  -0.04
36 C -4.289 0.594 -1.109  -0.11
37 C -4.610 -0.739 -1.290  -0.09
38 C -3.643 -1.717 -1.108  -0.02
39 C -2.349 -1.368 -0.761  -0.20
40 O -1.315 -2.276 -0.614  -0.12
41 C -1.602 -3.646 -0.711  -0.08
42 H 2.606 3.529 -1.679  0.10
43 H 3.087 3.153 -3.353  0.09
44 H 4.014 2.482 -1.973  0.09
45 H 4.154 1.168 -3.976  0.10
46 H 4.462 -0.936 -5.174  0.10
47 H 2.875 -2.806 -4.825  0.10
48 H 1.061 -2.570 -3.175  0.11
49 H -0.139 -1.270 -1.809  0.12
50 H 2.376 0.286 -0.359  0.13
51 H 0.400 3.353 3.609  0.09
52 H 2.771 3.515 4.256  0.10
53 H 4.502 2.429 2.919  0.10
54 H 5.920 0.624 0.117  0.09
55 H 5.684 0.736 1.877  0.09
56 H 5.687 2.220 0.879  0.09
57 H -2.753 1.991 -0.530  0.11
58 H -5.044 1.353 -1.241  0.10
59 H -5.615 -1.027 -1.559  0.10
60 H -3.923 -2.752 -1.230  0.10
61 H -0.662 -4.157 -0.506  0.09
62 H -1.943 -3.910 -1.721  0.09
63 H -2.349 -3.959 0.022  0.10